18
Properties=species:S:1:pos:R:3:forces:R:3 method="wB97M-V/def2-TZVPD" relative_energy_ev=1.278 gap_ev=10.7457 charge=+1 lumo_energy_ev=-3.53 homo_energy_ev=-14.271 energy_ev=-8883.5960
C 0.44343 1.69450 0.57597 0.4 -0.7 0.6
C 1.44768 0.73529 -0.10321 0.1 -2.4 0.9
C 1.96443 1.10671 -1.44660 1.1 -0.2 -1.0
O 0.84622 -0.61516 -0.16661 -0.1 0.7 -0.1
N -0.78629 0.87522 0.91168 0.1 0.2 -0.6
H 0.18178 2.52537 -0.07611 -0.3 -0.1 0.2
H 0.85324 2.04397 1.52406 -0.1 0.2 -0.2
H 2.22111 0.49445 0.62185 0.6 1.1 0.0
H 2.24583 2.16507 -1.46357 -0.3 -0.1 -0.5
H 2.86283 0.53378 -1.73744 0.1 0.3 0.8
H 1.34394 0.73635 -2.27162 -0.7 0.9 0.3
H 1.58227 -1.22471 -0.02414 -0.4 -0.1 -0.2
H -1.03547 0.51135 -0.01398 -0.8 -0.2 0.4
H -0.61522 0.04590 1.49278 0.5 0.2 -0.3
H -1.52535 1.40120 1.37636 -0.1 0.2 -0.4
H -3.53504 -2.77116 -0.61489 -0.4 -0.2 -0.3
H -3.74307 -3.77959 0.53236 -0.8 -0.8 0.2
O -3.17706 -3.10451 0.20356 1.2 1.0 0.1

13
Properties=species:S:1:pos:R:3:forces:R:3 method="wB97M-V/def2-TZVPD" relative_energy_ev=1.965 gap_ev=10.2474 charge=0 lumo_energy_ev=0.68 homo_energy_ev=-9.564 energy_ev=-77822.8589
C 1.77015 -0.38588 0.85152 1.6 2.4 -4.0
C 0.28683 -0.20346 0.90764 2.3 2.6 1.1
C -0.63553 -1.03433 0.64146 -1.9 -3.9 0.4
Br -0.28317 -2.91522 0.20108 -0.3 0.9 0.2
H 2.12680 0.41426 -0.02867 -0.3 -0.4 3.2
H 2.00884 -1.03051 0.03998 -0.4 -2.3 -0.1
H 2.54097 -0.62835 1.63418 -1.5 0.9 -0.3
H -0.24668 0.75075 1.07712 1.2 0.0 0.6
H -1.59207 -0.84396 1.09861 -0.7 -0.2 -1.0
N -1.24118 1.39167 -2.20622 0.6 -0.2 -1.2
C -1.60044 1.59946 -1.10086 0.8 -0.5 -3.2
O -1.80664 2.00707 -0.06676 -1.2 1.1 4.3
H -1.32787 0.87850 -3.04907 -0.3 -0.3 0.1

25
Properties=species:S:1:pos:R:3:forces:R:3 method="wB97M-V/def2-TZVPD" relative_energy_ev=3.797 gap_ev="7.8970 / 5.6529" charge=0 lumo_energy_ev="-0.74 / -1.96" homo_energy_ev="-8.637 / -7.616" energy_ev=-30577.2023
C -1.59899 0.06623 1.18041 -1.4 0.9 -1.2
C 0.13870 0.80982 2.76967 2.9 1.1 -0.3
C 2.26144 -1.59227 -0.95486 -0.2 1.2 0.2
C -0.03697 -1.63283 -1.42047 2.8 -0.1 -2.0
C -2.33443 3.59694 -1.67546 0.3 -1.5 2.0
N -0.28076 0.40049 1.48804 2.8 -1.2 -2.7
N 0.96801 -1.22407 -0.44634 -1.2 1.2 0.8
O 2.17594 0.77452 0.79759 1.2 0.3 0.0
P 0.89063 0.35380 0.23671 -1.7 -0.4 0.7
S -2.36865 1.75376 -1.45059 0.3 0.7 -0.8
H -1.98458 -0.81971 1.62861 -0.2 -0.9 0.6
H -2.24122 0.90752 1.41920 -0.6 0.1 0.2
H -1.71679 -0.02999 0.08272 0.1 -0.1 0.8
H 1.23955 0.59701 2.97401 -1.4 0.0 -0.5
H 0.05597 1.88207 2.84194 -0.3 0.6 0.6
H -0.41317 0.29786 3.46710 -1.5 -0.9 2.0
H 2.32169 -1.09946 -1.92220 0.9 -0.3 -0.3
H 3.01903 -1.31158 -0.25142 0.5 0.4 0.1
H 2.25775 -2.64212 -1.01720 0.2 -1.5 -0.5
H 0.21568 -1.25120 -2.47630 -0.1 -0.3 1.2
H 0.19255 -2.70275 -1.48120 -1.4 -0.1 -0.1
H -0.99558 -1.25087 -1.26666 -1.6 -0.2 0.7
H -1.30526 3.96366 -1.72267 -0.3 -0.1 -0.3
H -2.80756 3.90106 -0.73067 0.1 0.7 -0.7
H -2.91855 3.80868 -2.54206 -0.3 0.4 -0.6

71
Properties=species:S:1:pos:R:3:forces:R:3 method="wB97M-V/def2-TZVPD" gap_ev=4.1885 charge=-2 lumo_energy_ev=4.10 homo_energy_ev=-0.084 energy_ev=-159822.9937
Ag 0.03383 -0.23550 -0.58268 -0.8 0.3 0.2
Cl 1.32611 -6.16759 3.15589 0.0 0.1 0.0
C 1.51911 -4.64875 2.28996 0.0 0.0 0.0
C 2.23004 -3.60465 2.89407 0.0 -0.1 0.1
C 2.38861 -2.41795 2.23710 0.0 0.0 -0.1
Cl 3.20695 -1.10936 3.04519 0.0 0.0 0.0
C 1.90511 -2.17293 0.89474 0.0 -0.2 0.1
O 2.11117 -1.08915 0.30106 -0.1 0.1 0.0
C 1.16174 -3.27991 0.34213 -0.2 -0.1 0.0
C 0.48001 -3.17104 -0.94317 0.2 0.0 0.3
O 0.61578 -2.27129 -1.74830 0.1 -0.3 -0.5
C 0.97385 -4.47414 1.04671 0.0 0.0 0.1
H 2.64308 -3.72971 3.88648 0.0 0.0 0.0
H -0.24493 -3.98559 -1.14891 0.1 -0.1 0.0
H 0.38450 -5.26422 0.59403 0.0 0.0 0.0
O 0.48492 1.47703 1.29882 0.2 0.2 0.1
S -0.70447 2.34779 1.51412 0.1 -0.2 -0.3
C 0.04294 3.94753 1.93320 0.0 0.0 0.1
C 1.31117 3.99788 2.49290 0.0 0.0 0.0
C 1.88929 5.22913 2.75550 0.0 0.0 0.0
C 1.20675 6.40256 2.44688 0.0 0.0 0.0
C -0.05483 6.34269 1.87427 0.0 0.0 0.0
C -0.63991 5.10831 1.61186 0.0 0.0 0.0
C -1.20708 1.97659 3.20098 -0.1 0.1 0.1
C -2.28975 2.62592 3.77414 0.0 0.0 0.0
C -2.64540 2.32766 5.07939 0.0 0.0 0.0
C -1.92683 1.37587 5.79540 0.0 0.0 0.0
C -0.85729 0.72193 5.20087 0.0 0.0 0.0
C -0.49273 1.01656 3.89314 0.0 0.0 0.0
H 1.82857 3.06661 2.69402 0.0 0.0 0.0
H 2.87719 5.27673 3.19746 0.0 0.0 0.0
H 1.66841 7.36345 2.63986 0.0 0.0 0.0
H -0.58022 7.25480 1.61768 0.0 0.0 0.0
H -1.61782 5.04297 1.14823 0.0 0.0 0.0
H -2.84902 3.35707 3.20204 0.0 0.0 0.0
H -3.48763 2.83207 5.53768 0.0 0.0 0.0
H -2.20959 1.13977 6.81422 0.0 0.0 0.0
H -0.30113 -0.02631 5.75230 0.0 0.0 0.0
H 0.32976 0.51680 3.39496 0.0 0.0 0.0
C 3.75803 2.55946 -1.71715 0.0 0.0 0.1
C 3.36322 1.71208 -0.51638 0.1 0.2 -0.1
S 4.55406 0.40080 -0.15904 0.2 0.1 0.1
O 5.92391 1.02772 -0.27759 0.0 0.0 -0.1
C 4.31678 -0.53609 -1.67899 0.0 -0.1 -0.1
C 5.22685 -1.75355 -1.66126 0.0 0.0 0.0
H 3.24172 3.52068 -1.67281 0.0 0.0 0.0
H 3.46220 2.07996 -2.64776 0.0 0.0 0.0
H 4.83416 2.74342 -1.71932 0.0 0.0 0.0
H 2.38467 1.25152 -0.64239 0.0 0.0 0.1
H 3.35464 2.30769 0.39845 -0.1 0.0 0.0
H 4.56759 0.13952 -2.49795 0.0 0.0 0.0
H 3.26235 -0.81499 -1.71264 0.0 0.0 0.0
H 6.26081 -1.45565 -1.47808 0.0 0.0 0.0
H 5.18226 -2.28073 -2.61594 0.0 0.0 0.0
H 4.92327 -2.44642 -0.87464 0.0 0.0 0.0
N -2.51689 -1.02940 -3.68108 -0.2 0.0 0.4
C -1.81244 -0.41605 -4.62915 0.3 0.2 -0.3
O -1.76592 -0.74956 -5.81518 0.0 0.0 0.1
C -1.05362 0.77438 -4.09349 -0.1 -0.1 0.2
C -1.67798 1.99782 -3.93041 0.0 0.1 0.0
C -1.01891 3.00520 -3.24227 0.0 -0.1 0.0
C 0.21747 2.72048 -2.69123 -0.1 0.0 0.0
N 0.83590 1.55422 -2.84766 0.3 0.0 -0.3
C 0.21775 0.61244 -3.55545 -0.1 0.0 0.0
H -3.05372 -1.83925 -3.94429 0.0 0.0 0.0
H -2.52338 -0.69833 -2.68235 0.0 0.0 -0.2
H -2.68986 2.14009 -4.28917 0.0 0.0 0.0
H -1.49317 3.95945 -3.05391 0.0 0.0 0.0
H 0.72602 3.44947 -2.06661 0.0 0.0 0.0
H 0.73421 -0.33672 -3.65691 0.0 0.0 0.1
Se -2.44589 0.37294 -0.54051 0.2 -0.2 -0.1

17
Properties=species:S:1:pos:R:3:forces:R:3 method="wB97M-V/def2-TZVPD" relative_energy_ev=1.917 gap_ev=9.1177 charge=0 lumo_energy_ev=0.52 homo_energy_ev=-8.596 energy_ev=-20165.1238 smiles="C[C@@]1(C#N)C=CS[C@H]1N"
C -1.36125 -0.00344 0.32919 -0.8 -1.9 -3.7
C -0.19540 0.93334 0.07499 -0.1 -2.0 1.2
C -0.71289 2.26833 0.02841 0.9 1.8 -0.7
N -0.92779 3.39947 0.00419 -0.4 -0.4 0.0
C 0.67133 0.78999 1.31639 0.0 1.3 1.2
C 1.97927 0.80759 1.09648 -1.1 0.0 -1.5
S 2.55610 0.90160 -0.56802 -1.8 -0.8 0.2
C 0.68035 0.42849 -1.12328 1.6 2.3 0.8
N 0.45077 -0.85448 -1.50408 1.0 -5.0 -2.2
H -0.94074 -1.00945 0.13582 -0.3 0.3 1.3
H -2.12365 -0.06896 -0.54230 0.9 0.9 1.4
H -1.82208 0.19210 1.25902 -0.5 -0.1 0.9
H 0.23291 0.94434 2.35592 0.5 -0.6 -1.6
H 2.67413 0.78389 1.85422 1.5 0.0 1.6
H 0.60098 1.05868 -1.94601 -0.6 1.2 -1.4
H 0.56992 -1.24627 -2.51843 -0.3 2.2 2.2
H 0.99627 -1.57795 -1.00071 -0.7 0.8 0.2